C54H70N4O2P2RbSb as an isolated structure, computed with ωB97M-V with the def2-TZVPD basis set.

Geometry (Å):
Rb (0.3408, 0.8480, -1.0084)
C (3.5737, 1.9526, -2.9825)
C (2.2767, 2.6529, -3.2085)
N (2.1152, 3.9086, -3.0337)
O (3.3103, 4.5101, -2.5928)
C (1.0663, 1.9266, -3.6484)
C (-0.1267, 2.6732, -4.1584)
N (1.0722, 0.6522, -3.4226)
O (-0.0746, 0.0062, -3.5629)
H (3.8777, 2.0271, -1.9348)
H (4.3548, 2.4418, -3.5648)
H (3.4923, 0.9082, -3.2673)
H (3.0718, 5.4405, -2.5852)
H (-0.7361, 3.1049, -3.3547)
H (-0.7578, 1.9936, -4.7280)
H (0.2086, 3.5055, -4.7757)
C (0.0266, 1.2976, 3.7622)
N (-0.4617, 2.6361, 3.5527)
C (-1.7134, 2.8372, 2.8636)
P (-1.8477, 1.9117, 1.2544)
C (-2.7534, 0.3935, 1.7206)
C (-3.8421, 0.3859, 2.5908)
C (-4.4860, -0.7970, 2.9191)
C (-4.0368, -1.9977, 2.3914)
C (-2.9401, -2.0114, 1.5412)
C (-2.3055, -0.8248, 1.2111)
C (-3.0463, 2.9797, 0.3895)
C (-4.4303, 2.8447, 0.4019)
C (-5.2281, 3.7613, -0.2643)
C (-4.6535, 4.8121, -0.9614)
C (-3.2735, 4.9416, -1.0058)
C (-2.4772, 4.0265, -0.3378)
C (0.1143, 3.6971, 4.2535)
C (1.4634, 3.6589, 4.6325)
C (2.0359, 4.7151, 5.3151)
C (1.2985, 5.8451, 5.6367)
C (-0.0324, 5.8921, 5.2610)
C (-0.6251, 4.8374, 4.5858)
P (0.9166, 0.4631, 2.3344)
C (2.1863, 1.6746, 1.7919)
C (1.8337, 2.9805, 1.4456)
C (2.7719, 3.8573, 0.9258)
C (4.0766, 3.4434, 0.7077)
C (4.4366, 2.1431, 1.0238)
C (3.5032, 1.2699, 1.5608)
C (1.8276, -0.7622, 3.3223)
C (1.3859, -2.0766, 3.2360)
C (1.9361, -3.0641, 4.0424)
C (2.9375, -2.7400, 4.9401)
C (3.3870, -1.4264, 5.0404)
C (2.8291, -0.4443, 4.2433)
H (-0.8079, 0.6252, 4.0075)
H (0.6909, 1.2912, 4.6279)
H (-1.7612, 3.8821, 2.5466)
H (-2.5920, 2.6559, 3.5034)
H (-4.1989, 1.3143, 3.0213)
H (-5.3345, -0.7789, 3.5887)
H (-4.5328, -2.9223, 2.6514)
H (-2.5736, -2.9445, 1.1361)
H (-1.4378, -0.8604, 0.5590)
H (-4.8929, 2.0175, 0.9201)
H (-6.3011, 3.6427, -0.2514)
H (-5.2808, 5.5199, -1.4862)
H (-2.8166, 5.7474, -1.5636)
H (-1.3973, 4.1256, -0.3812)
H (2.0841, 2.8214, 4.3513)
H (3.0825, 4.6544, 5.5823)
H (1.7546, 6.6692, 6.1648)
H (-0.6345, 6.7563, 5.5090)
H (-1.6752, 4.8973, 4.3439)
H (0.8158, 3.3218, 1.5861)
H (2.4707, 4.8639, 0.6736)
H (4.7984, 4.1241, 0.2804)
H (5.4454, 1.7955, 0.8475)
H (3.8061, 0.2575, 1.7982)
H (0.6047, -2.3229, 2.5259)
H (1.5851, -4.0833, 3.9560)
H (3.3735, -3.5059, 5.5674)
H (4.1669, -1.1722, 5.7449)
H (3.1790, 0.5785, 4.3233)
N (-2.4571, 0.0191, -1.9138)
C (-3.7176, 0.5566, -2.1964)
C (-4.8548, 0.0356, -1.5801)
C (-6.1042, 0.5622, -1.8609)
C (-6.2429, 1.6164, -2.7531)
C (-5.1059, 2.1486, -3.3447)
C (-3.8510, 1.6341, -3.0688)
H (-2.5348, -0.9640, -1.6892)
H (-1.7719, 0.1333, -2.6665)
H (-4.7541, -0.7888, -0.8824)
H (-6.9770, 0.1339, -1.3847)
H (-7.2193, 2.0198, -2.9811)
H (-5.1923, 2.9752, -4.0389)
H (-2.9728, 2.0510, -3.5451)
C (2.9666, -4.3043, 0.6025)
C (1.7453, -4.8473, -0.1433)
C (0.6184, -5.0753, 0.8656)
C (2.1102, -6.2166, -0.7126)
Sb (1.1114, -3.2263, -1.4797)
C (2.7862, -3.0258, -2.8748)
C (3.6885, -1.9633, -2.2413)
C (2.2909, -2.4728, -4.2109)
C (3.6079, -4.2765, -3.1511)
C (-0.5640, -4.1060, -2.5792)
C (-0.8707, -3.2736, -3.8250)
C (-1.7614, -3.9762, -1.6315)
C (-0.4331, -5.5684, -2.9863)
H (3.2162, -4.9719, 1.4344)
H (2.8043, -3.3116, 1.0240)
H (3.8434, -4.2566, -0.0443)
H (0.9819, -5.7180, 1.6747)
H (-0.2287, -5.5882, 0.4110)
H (0.2484, -4.1525, 1.3160)
H (2.4269, -6.8592, 0.1170)
H (2.9325, -6.1842, -1.4201)
H (1.2689, -6.7101, -1.1949)
H (3.1561, -1.0174, -2.1207)
H (4.5387, -1.7760, -2.9041)
H (4.0866, -2.2578, -1.2676)
H (1.5869, -1.6492, -4.1039)
H (1.8307, -3.2493, -4.8221)
H (3.1590, -2.1034, -4.7660)
H (4.1432, -4.6334, -2.2723)
H (4.3619, -4.0408, -3.9097)
H (3.0014, -5.0968, -3.5390)
H (-0.8017, -2.1967, -3.6681)
H (-1.8871, -3.5153, -4.1555)
H (-0.2042, -3.5259, -4.6488)
H (-1.9417, -2.9379, -1.3495)
H (-1.6420, -4.5451, -0.7092)
H (-2.6636, -4.3428, -2.1320)
H (0.4705, -5.7648, -3.5659)
H (-1.2887, -5.8378, -3.6147)
H (-0.4401, -6.2422, -2.1292)

Properties
energy relative to the best compared isomer or geometry (same formula, charge and spin): 12.8 kcal per mole
E_tot: -3416.1260 hartree
2S+1: 1

***

A 11-piece molecular cluster, C54H73N5O28 overall, computed with ωB97M-V with the def2-TZVPD basis set.

Geometry (Å):
O (0.5881, -3.3979, 4.9549)
N (0.0780, -3.4841, 3.8498)
O (-0.6459, -2.6659, 3.3779)
C (0.3455, -4.7135, 3.0122)
C (0.9965, -5.7385, 3.5868)
C (1.3264, -6.8627, 2.8551)
C (1.0474, -6.8894, 1.4725)
C (0.3367, -5.8205, 0.9029)
C (-0.0021, -4.6956, 1.6992)
H (1.3279, -5.6979, 4.6045)
H (1.9463, -7.6805, 3.2676)
H (1.2963, -7.7436, 0.9264)
H (-0.0066, -5.9507, -0.1027)
H (-0.6477, -3.9065, 1.3287)
O (4.1187, -5.5171, 0.9851)
N (4.3530, -4.7960, 1.9123)
O (5.1781, -5.0121, 2.7633)
C (3.5119, -3.5882, 1.8942)
C (2.8897, -3.1446, 0.7403)
C (2.3864, -1.8481, 0.7420)
C (2.3584, -1.1302, 1.9254)
C (2.9466, -1.6412, 3.0848)
C (3.5872, -2.8399, 3.0815)
H (2.8597, -3.7858, -0.1209)
H (1.8687, -1.5042, -0.1198)
H (1.8398, -0.1802, 1.8461)
H (2.9294, -1.0287, 3.9852)
H (4.0789, -3.3492, 3.8131)
O (6.6223, 4.8635, -1.2630)
N (7.0524, 4.3864, -0.2438)
O (7.9581, 4.8097, 0.4508)
C (6.5042, 3.0733, 0.0923)
C (7.0442, 2.3239, 1.0882)
C (6.4342, 1.0992, 1.4154)
C (5.3330, 0.6501, 0.6539)
C (4.8182, 1.3955, -0.3569)
C (5.3883, 2.6259, -0.6326)
H (7.8965, 2.7242, 1.5844)
H (6.8707, 0.5155, 2.2306)
H (4.8453, -0.3019, 0.8060)
H (3.9485, 1.0894, -0.9146)
H (4.9799, 3.2700, -1.3691)
O (3.3668, -5.3700, -3.7651)
N (2.5145, -4.9673, -2.9904)
O (2.6642, -4.0374, -2.1830)
C (1.2195, -5.6751, -3.0543)
C (0.1028, -4.9315, -2.8421)
C (-1.1392, -5.5253, -2.9645)
C (-1.1654, -6.8888, -3.3238)
C (-0.0401, -7.6401, -3.5397)
C (1.1593, -7.0368, -3.4420)
H (0.1829, -3.9004, -2.5898)
H (-1.9749, -4.9390, -2.8143)
H (-2.1836, -7.3233, -3.4831)
H (-0.0832, -8.6545, -3.7999)
H (2.0488, -7.6204, -3.5547)
O (-8.1930, 0.9041, 1.3328)
N (-7.0303, 1.2952, 1.1785)
O (-6.4447, 2.1268, 1.8993)
C (-6.2907, 0.7138, -0.0481)
C (-7.0355, 0.1439, -1.0244)
C (-6.3028, -0.3997, -2.0976)
C (-4.9301, -0.3565, -2.1836)
C (-4.2433, 0.3491, -1.1982)
C (-4.9570, 0.9416, -0.1307)
H (-8.0820, -0.0799, -0.9915)
H (-6.7143, -0.9252, -2.9307)
H (-4.4363, -0.6921, -3.1787)
H (-3.1524, 0.4590, -1.1789)
H (-4.3891, 1.4907, 0.5871)
C (-1.6863, 7.3086, -4.7397)
C (-1.5645, 6.0556, -3.9157)
O (-0.2615, 5.9792, -3.3690)
C (-0.2290, 5.2281, -2.2659)
O (-1.1059, 4.5882, -1.7616)
O (1.0278, 5.3607, -1.8033)
C (1.3379, 4.7003, -0.5870)
H (-0.8886, 7.4270, -5.5141)
H (-1.6871, 8.2622, -4.1979)
H (-2.6542, 7.2371, -5.3296)
H (-1.7770, 5.1923, -4.5914)
H (-2.3338, 6.0599, -3.2128)
H (0.6879, 5.0672, 0.2156)
H (2.4112, 5.0209, -0.3478)
H (1.2168, 3.6416, -0.7203)
C (-4.6847, 3.2499, -3.0294)
C (-3.3342, 2.6545, -3.4245)
O (-3.0986, 3.0532, -4.7644)
C (-1.9883, 2.6345, -5.4000)
O (-1.4425, 1.5704, -5.2941)
O (-1.6098, 3.5530, -6.2183)
C (-0.4570, 3.2126, -7.1278)
H (-4.6687, 4.2658, -3.3822)
H (-4.8816, 3.1296, -1.9730)
H (-5.4936, 2.8246, -3.5555)
H (-3.3848, 1.5674, -3.3328)
H (-2.5418, 3.1062, -2.8273)
H (-0.1574, 4.1369, -7.6144)
H (-0.7191, 2.4719, -7.8700)
H (0.3713, 2.8865, -6.5361)
C (0.8460, 2.4513, 3.7427)
C (-0.4109, 2.1162, 2.8932)
O (-0.9831, 3.3556, 2.5226)
C (-2.2128, 3.2130, 1.9424)
O (-2.9167, 2.2258, 1.8434)
O (-2.5048, 4.4672, 1.5359)
C (-3.8441, 4.7394, 1.2383)
H (1.4511, 1.5317, 3.9016)
H (0.6242, 2.9231, 4.6661)
H (1.4005, 3.1129, 3.0984)
H (-1.1613, 1.5517, 3.4601)
H (-0.1128, 1.3856, 2.0676)
H (-4.3707, 3.7140, 1.0960)
H (-3.8285, 5.3154, 0.3000)
H (-4.2451, 5.3254, 2.0277)
C (6.4572, 3.5462, 4.2023)
C (5.8205, 4.8144, 3.5982)
O (4.4715, 4.5309, 3.3242)
C (3.6282, 5.6188, 3.3808)
O (3.8193, 6.6435, 3.9663)
O (2.5699, 5.1924, 2.7291)
C (1.3387, 5.8726, 3.1056)
H (6.0605, 3.2975, 5.2583)
H (7.5258, 3.7549, 4.3053)
H (6.3547, 2.7506, 3.4743)
H (6.3539, 5.0086, 2.6882)
H (5.8872, 5.6729, 4.3243)
H (1.3882, 6.9453, 3.1000)
H (1.0294, 5.5611, 4.1089)
H (0.5325, 5.5632, 2.4227)
C (-1.9853, -8.3574, 2.9280)
C (-2.6441, -7.6088, 1.7984)
O (-2.9804, -6.2237, 2.2105)
C (-3.5696, -5.5611, 1.2801)
O (-3.7219, -5.8698, 0.1186)
O (-4.0212, -4.3707, 1.7242)
C (-4.5055, -3.4928, 0.7309)
H (-0.9636, -7.9850, 3.1536)
H (-1.9025, -9.4548, 2.6961)
H (-2.6176, -8.2939, 3.8461)
H (-3.6481, -8.0317, 1.4891)
H (-2.0474, -7.5319, 0.9624)
H (-3.7648, -3.5015, -0.0883)
H (-4.5591, -2.5406, 1.2273)
H (-5.5373, -3.7238, 0.4588)
C (0.8620, 1.1146, -1.9323)
C (-0.5563, 0.7597, -1.9712)
O (-0.8802, -0.0056, -0.7945)
C (-1.1342, -1.2797, -0.9224)
O (-0.8527, -1.9246, -1.8723)
O (-1.7263, -1.7783, 0.1664)
C (-1.8478, -0.9049, 1.3520)
H (0.9682, 1.8943, -2.5946)
H (1.5884, 0.3700, -2.4142)
H (1.2055, 1.4273, -0.9655)
H (-0.8683, 0.2586, -2.9176)
H (-1.2000, 1.6633, -1.9022)
H (-0.8148, -0.6419, 1.5827)
H (-2.3033, -1.4614, 2.1855)
H (-2.4028, 0.0359, 1.1313)

Properties
SMILES string: O=[N+]([O-])c1ccccc1.O=[N+]([O-])c1ccccc1.O=[N+]([O-])c1ccccc1.O=[N+]([O-])c1ccccc1.O=[N+]([O-])c1ccccc1.CCOC(=O)OC.CCOC(=O)OC.CCOC(=O)OC.CCOC(=O)OC.CCOC(=O)OC.CCOC(=O)OC
energy relative to the best compared isomer or geometry (same formula, charge and spin): 9.5 kcal per mole
E_tot: -4481.4815 hartree
2S+1: 1

***

A 9-piece molecular cluster, C54H83BrN2O22P overall, computed with ωB97M-V with the def2-TZVPD basis set.

Geometry (Å):
C (-2.8626, 1.1946, -3.4575)
C (-2.3583, -0.0554, -2.7509)
O (-3.0655, -0.7837, -2.0933)
O (-1.0141, -0.3497, -2.9452)
C (-0.2583, 0.0580, -1.7798)
C (0.0883, 1.5500, -1.8066)
C (0.8969, 1.9462, -0.5288)
C (-0.0020, 2.7525, 0.4287)
C (0.1228, 4.3070, 0.3018)
N (0.3843, 5.0404, 1.5188)
C (1.5214, 4.6513, 2.3461)
C (2.7943, 4.1028, 1.6778)
C (3.3536, 2.8969, 2.4641)
N (2.4281, 1.7723, 2.3891)
C (1.9893, 1.2198, 3.6601)
C (0.7337, 0.4009, 3.3685)
C (-0.5099, 0.8132, 3.7728)
C (-1.6275, 0.0660, 3.4606)
C (-1.4723, -1.0861, 2.7336)
C (-0.2277, -1.4917, 2.3303)
C (0.8919, -0.7531, 2.6424)
O (2.1348, -1.1601, 2.2017)
C (-0.7833, 5.5257, 2.2467)
C (-1.2032, 6.8967, 1.6012)
C (0.0148, 7.7405, 1.2104)
C (0.2575, 7.7617, -0.3156)
Br (-0.4220, 9.6195, 1.7511)
P (-2.3221, 4.4706, 2.1095)
O (-2.2653, 3.1795, 2.8379)
C (-0.5646, 5.7976, 3.7788)
O (-0.5078, 7.0075, 4.1376)
O (-0.4343, 4.8409, 4.5612)
H (-3.7882, 0.9489, -3.9732)
H (-3.0258, 1.9377, -2.6741)
H (-2.0817, 1.5624, -4.1200)
H (-0.8224, -0.1442, -0.8600)
H (0.6939, -0.4863, -1.7502)
H (0.7539, 1.7029, -2.6684)
H (-0.7692, 2.2077, -1.9630)
H (1.7591, 2.5062, -0.8933)
H (1.1607, 1.0127, -0.0217)
H (-1.0353, 2.5023, 0.1453)
H (0.0939, 2.4536, 1.4714)
H (-0.7474, 4.6917, -0.2366)
H (0.9641, 4.5027, -0.3839)
H (1.8440, 5.5352, 2.9062)
H (1.1846, 3.9349, 3.1087)
H (3.5805, 4.8697, 1.7299)
H (2.7374, 3.7968, 0.6327)
H (4.2802, 2.6063, 1.9423)
H (3.6294, 3.1857, 3.4830)
H (2.7698, 1.0532, 1.7707)
H (1.7660, 2.0041, 4.3848)
H (2.7255, 0.5352, 4.1213)
H (-0.6247, 1.7454, 4.3171)
H (-2.5971, 0.4229, 3.7641)
H (-2.3559, -1.6607, 2.4854)
H (-0.0727, -2.3948, 1.7397)
H (2.0166, -1.6647, 1.3911)
H (-1.9365, 7.4236, 2.2050)
H (-1.7355, 6.6269, 0.6692)
H (0.9146, 7.4545, 1.7401)
H (1.2714, 7.4210, -0.5486)
H (0.1856, 8.7882, -0.6804)
H (-0.4588, 7.1622, -0.8798)
H (-3.3337, 5.2655, 2.7171)
H (-2.6433, 4.2471, 0.7432)
O (2.1309, -2.5778, -1.6583)
C (1.5887, -3.6225, -1.4506)
O (2.1781, -4.8262, -1.6596)
C (1.2276, -5.8813, -1.4226)
C (0.1675, -5.2705, -0.5194)
C (0.1626, -3.8149, -0.9742)
H (0.8208, -6.1996, -2.3784)
H (1.7315, -6.7248, -0.9563)
H (-0.8008, -5.7631, -0.5992)
H (0.4883, -5.3293, 0.5223)
H (-0.5139, -3.6479, -1.8142)
H (-0.0712, -3.1311, -0.1633)
O (-0.3814, -10.3231, -1.8494)
C (-0.7455, -9.5027, -2.6429)
O (-0.0616, -8.3558, -2.8849)
C (-0.8102, -7.5328, -3.8047)
C (-1.7337, -8.4923, -4.5373)
C (-2.0065, -9.5469, -3.4718)
H (-1.3605, -6.7828, -3.2307)
H (-0.1208, -7.0256, -4.4766)
H (-2.6298, -8.0136, -4.9274)
H (-1.2045, -8.9480, -5.3760)
H (-2.8543, -9.2778, -2.8379)
H (-2.1475, -10.5360, -3.9009)
O (4.5435, 7.4348, 0.8604)
C (4.3754, 7.5606, 2.0409)
O (3.1580, 7.5781, 2.6191)
C (3.2765, 7.8559, 4.0298)
C (4.7004, 7.4617, 4.3860)
C (5.4500, 7.7663, 3.0925)
H (3.0823, 8.9181, 4.1918)
H (2.5332, 7.2768, 4.5748)
H (5.0852, 7.9884, 5.2576)
H (4.7480, 6.3902, 4.5922)
H (5.7890, 8.8028, 3.0509)
H (6.2840, 7.0883, 2.9301)
O (-2.1450, -12.3682, -4.8404)
C (-2.6290, -13.2285, -4.1613)
O (-3.7976, -13.8389, -4.4619)
C (-4.1648, -14.7409, -3.4023)
C (-2.8651, -15.0567, -2.6793)
C (-2.0820, -13.7593, -2.8529)
H (-4.8890, -14.2394, -2.7566)
H (-4.6296, -15.6267, -3.8291)
H (-3.0106, -15.3514, -1.6418)
H (-2.3455, -15.8697, -3.1892)
H (-2.2993, -13.0382, -2.0628)
H (-1.0116, -13.9309, -2.9215)
O (3.0652, 11.7210, 4.8675)
C (2.6661, 12.5751, 4.1337)
O (3.3429, 13.7371, 3.9159)
C (2.5662, 14.6034, 3.0752)
C (1.6057, 13.6870, 2.3342)
C (1.3662, 12.5790, 3.3544)
H (2.0456, 15.3264, 3.7086)
H (3.2312, 15.1412, 2.4020)
H (0.6975, 14.1906, 2.0068)
H (2.0960, 13.2721, 1.4518)
H (0.5466, 12.8188, 4.0334)
H (1.1947, 11.6182, 2.8795)
O (-3.2420, 4.0872, -5.0480)
C (-2.1383, 4.3550, -5.4184)
O (-1.0479, 4.2447, -4.6211)
C (0.1153, 4.7384, -5.3040)
C (-0.2270, 4.6536, -6.7841)
C (-1.7342, 4.8931, -6.7773)
H (0.2996, 5.7641, -4.9771)
H (0.9747, 4.1265, -5.0396)
H (0.3320, 5.3600, -7.3956)
H (-0.0174, 3.6488, -7.1554)
H (-1.9806, 5.9549, -6.8221)
H (-2.2397, 4.3536, -7.5733)
O (5.4585, -13.0481, -1.1961)
C (4.6115, -12.4027, -1.7395)
O (3.4085, -12.9124, -2.1015)
C (2.6553, -11.9243, -2.8286)
C (3.2467, -10.5873, -2.4161)
C (4.7075, -10.9501, -2.1649)
H (2.7708, -12.1191, -3.8981)
H (1.6024, -12.0048, -2.5669)
H (3.1050, -9.8061, -3.1610)
H (2.7853, -10.2508, -1.4866)
H (5.3070, -10.8894, -3.0746)
H (5.1513, -10.3458, -1.3788)
O (-4.5818, -0.6094, 3.4165)
C (-5.0887, -1.6706, 3.6062)
O (-4.4423, -2.8551, 3.4203)
C (-5.3492, -3.9466, 3.6252)
C (-6.4667, -3.3837, 4.4905)
C (-6.5208, -1.9291, 4.0349)
H (-5.7097, -4.2859, 2.6506)
H (-4.8216, -4.7660, 4.1095)
H (-7.4085, -3.9192, 4.3786)
H (-6.1783, -3.4279, 5.5422)
H (-7.1750, -1.7941, 3.1725)
H (-6.8104, -1.2578, 4.8381)

Properties
charge: -1
E_tot: -6787.7374 hartree
2S+1: 1